# 1
100
Properties=species:S:1:pos:R:3 method="wB97M-V/def2-TZVPD" lumo_energy_ev="1.8096 / 1.8083" homo_energy_ev="-1.922 / -0.113" homo_lumo_gap_ev="3.7 / 1.9" e_above_lowest_ev=10.496 charge=-1
Bi -0.648 0.529 -1.344
N -1.532 -1.529 0.776
N -0.528 -1.694 -2.636
C 1.036 2.244 -1.814
C 1.905 1.105 -1.496
C 1.689 0.718 -0.148
C 2.324 -0.445 0.579
H 2.798 -1.125 -0.083
H 1.597 -1.067 1.135
H 2.965 -0.015 1.300
C 0.611 1.635 0.421
C -0.028 1.499 1.782
H 0.528 2.086 2.443
H 0.011 0.469 2.178
H -1.070 1.749 1.769
C 0.236 2.550 -0.618
C -0.850 3.616 -0.519
H -1.638 3.319 0.159
H -1.267 3.849 -1.488
H -0.322 4.469 -0.125
C 2.882 0.428 -2.467
H 3.839 0.423 -1.964
H 2.936 1.017 -3.366
H 2.601 -0.597 -2.718
C 0.971 2.992 -3.141
H -0.050 3.167 -3.481
H 1.498 2.449 -3.914
H 1.459 3.941 -2.958
C -2.367 -1.946 1.729
H -2.567 -1.304 2.552
C -2.992 -3.155 1.558
H -3.704 -3.477 2.302
C -2.674 -3.933 0.455
H -3.151 -4.901 0.294
C -1.747 -3.474 -0.476
H -1.485 -4.036 -1.355
C -1.166 -2.268 -0.287
C -0.182 -1.839 -1.234
H 0.867 -1.953 -1.042
C -0.503 -0.467 -3.259
C -0.762 -2.551 -3.703
H -0.840 -3.592 -3.529
C -0.863 -1.801 -4.809
H -1.046 -2.031 -5.800
N -0.705 -0.465 -4.527
C -0.634 0.708 -5.336
C 0.577 0.991 -5.951
C 0.627 2.116 -6.800
H 1.569 2.366 -7.293
C -0.499 2.914 -7.013
C -0.443 4.107 -7.942
H -0.481 5.055 -7.388
H -1.289 4.108 -8.635
H 0.475 4.105 -8.537
C -1.690 2.589 -6.356
H -2.580 3.203 -6.504
C -1.774 1.478 -5.499
C -3.057 1.162 -4.779
H -3.495 0.202 -5.092
H -3.811 1.942 -4.963
H -2.909 1.103 -3.692
C 1.814 0.160 -5.734
H 1.968 -0.580 -6.534
H 1.779 -0.397 -4.794
H 2.719 0.793 -5.717
O -0.069 -0.628 0.726
P 0.173 -1.543 3.041
C 1.968 -1.046 3.343
C 2.362 0.267 3.655
C 3.620 0.552 4.222
C 4.497 -0.466 4.529
C 4.122 -1.789 4.239
C 2.904 -2.068 3.638
C -1.341 -0.111 3.951
C -1.525 -0.089 5.315
C -2.462 0.759 5.961
C -3.308 1.586 5.254
C -3.215 1.514 3.873
C -2.280 0.647 3.257
C 0.255 -2.290 4.550
C -0.241 -3.579 4.809
C -0.208 -4.092 6.112
C 0.313 -3.367 7.183
C 0.843 -2.101 6.934
C 0.814 -1.600 5.641
H 1.698 1.128 3.539
H 3.873 1.596 4.441
H 5.450 -0.234 5.004
H 4.814 -2.590 4.523
H 2.640 -3.117 3.473
H -1.060 -0.705 6.102
H -2.559 0.746 7.051
H -4.045 2.233 5.739
H -3.929 2.098 3.265
H -2.504 0.644 2.192
H -0.672 -4.178 3.997
H -0.616 -5.084 6.320
H 0.313 -3.744 8.206
H 1.244 -1.489 7.763
H 1.198 -0.574 5.575

=====

# 2
99
Properties=species:S:1:pos:R:3 method="wB97M-V/def2-TZVPD" lumo_energy_ev="1.4609 / 2.3705" homo_energy_ev="-3.152 / -3.659" homo_lumo_gap_ev="4.6 / 6.0" e_above_lowest_ev=0.000 charge=-1
Tl -1.396 -0.387 0.195
N 0.440 -3.615 2.497
N -0.315 -2.480 -1.747
C 0.822 2.073 -0.484
C 1.880 1.185 -0.147
C 1.800 0.922 1.248
C 2.642 -0.016 2.023
H 3.571 -0.238 1.485
H 2.117 -0.973 2.198
H 2.890 0.414 3.002
C 0.709 1.659 1.778
C 0.318 1.692 3.209
H 1.021 2.318 3.785
H 0.336 0.692 3.665
H -0.685 2.115 3.350
C 0.096 2.364 0.706
C -1.092 3.245 0.829
H -1.944 2.733 1.306
H -1.418 3.614 -0.151
H -0.850 4.122 1.452
C 2.921 0.666 -1.065
H 3.832 1.285 -1.008
H 2.586 0.679 -2.109
H 3.204 -0.363 -0.804
C 0.556 2.641 -1.830
H -0.518 2.814 -1.996
H 0.911 1.973 -2.625
H 1.072 3.608 -1.961
C -0.274 -4.336 3.332
H 0.205 -4.416 4.349
C -1.487 -4.949 3.014
H -1.943 -5.574 3.756
C -2.047 -4.731 1.732
H -3.030 -5.185 1.496
C -1.353 -3.943 0.846
H -1.739 -3.713 -0.171
C -0.196 -3.226 1.369
C 0.439 -1.869 1.109
H 1.410 -2.106 0.566
C -0.836 -1.446 -2.231
C 0.457 -3.068 -2.585
H 1.166 -3.853 -2.168
C 0.313 -2.458 -3.875
H 0.576 -2.834 -4.796
N -0.490 -1.303 -3.558
C -0.586 -0.151 -4.250
C 0.477 0.253 -5.087
C 0.297 1.405 -5.845
H 1.125 1.691 -6.515
C -0.849 2.196 -5.744
C -1.028 3.409 -6.597
H -1.552 4.195 -6.046
H -1.616 3.193 -7.499
H -0.059 3.794 -6.919
C -1.816 1.840 -4.784
H -2.700 2.497 -4.610
C -1.705 0.680 -4.048
C -2.783 0.359 -3.049
H -2.916 -0.705 -2.829
H -3.730 0.758 -3.443
H -2.599 0.896 -2.102
C 1.769 -0.486 -5.088
H 1.716 -1.512 -5.475
H 2.272 -0.497 -4.105
H 2.422 0.063 -5.778
C -5.654 2.581 5.604
C -4.691 2.957 4.656
C -3.870 1.988 4.058
C -4.008 0.643 4.421
C -4.999 0.258 5.330
C -5.806 1.231 5.940
Sb -2.620 -0.810 3.555
C -1.298 -1.018 5.282
C 0.033 -1.418 5.100
C 0.917 -1.422 6.188
C 0.470 -1.048 7.463
C -0.867 -0.675 7.645
C -1.751 -0.663 6.555
C -4.012 -2.476 3.732
C -3.978 -3.375 4.799
C -5.029 -4.292 4.961
C -6.084 -4.329 4.042
C -6.075 -3.467 2.940
C -5.028 -2.549 2.774
H -6.286 3.338 6.073
H -4.578 4.006 4.377
H -3.130 2.292 3.313
H -5.161 -0.794 5.575
H -6.553 0.924 6.674
H 0.389 -1.748 4.117
H 1.957 -1.720 6.033
H 1.160 -1.048 8.309
H -1.229 -0.388 8.633
H -2.790 -0.364 6.713
H -3.153 -3.364 5.516
H -5.018 -4.973 5.815
H -6.911 -5.029 4.181
H -6.885 -3.498 2.208
H -5.030 -1.881 1.910